# 1
ORCA calculation (ωB97M-V/def2-TZVPD) on 2 unconnected molecules or ions with the total composition C2H6Se.

Values from the calculation:
- HOMO-LUMO gap (spin up / spin down): 8.861 / 7.468 eV
- Relative energy (zero: lowest compared OMol25 entry of this formula, charge and spin): 326.66 kJ/mol
- LUMO energy (spin up / spin down): 0.0976 / -0.1616 eV
- E: -2481.06811 hartree

```
! wB97M-V def2-TZVPD RIJCOSX def2/J DEFGRID3
* xyz 0 1
C -0.78079 -0.54483 -0.10108
C 0.44210 0.00062 0.55585
Se 0.80122 1.80975 0.57002
H -1.66618 -0.37804 0.51484
H -0.94523 -0.07078 -1.07039
H -0.66930 -1.61785 -0.25367
H 1.83890 -0.76716 -0.93489
H 0.82534 -0.52352 1.41811
H 0.15393 2.09182 -0.69879
*
```

***

# 2
ORCA calculation (ωB97M-V/def2-TZVPD) on a single C3H7N molecule.

Values from the calculation:
- HOMO-LUMO gap: 10.354 eV
- SMILES: CN1CC1
- Relative energy (zero: lowest compared OMol25 entry of this formula, charge and spin): 183.84 kJ/mol
- LUMO energy: 1.2139 eV
- E: -173.17206 hartree

```
! wB97M-V def2-TZVPD RIJCOSX def2/J DEFGRID3
* xyz 0 1
C -0.84735 -0.87961 0.69923
N -0.54635 0.50614 0.23447
C 0.91096 0.82785 0.12233
C 0.06889 0.48763 -1.07353
H -1.87803 -1.36559 0.45956
H -0.10416 -1.55334 0.31910
H -0.65122 -0.76177 1.80740
H 1.54821 0.10400 0.59808
H 1.21198 1.82381 0.39163
H 0.25168 -0.45787 -1.54462
H 0.03540 1.26876 -2.01365
*
```

***

# 3
ORCA calculation (ωB97M-V/def2-TZVPD) on a single C14H17FN2O3 molecule.

Values from the calculation:
- HOMO-LUMO gap: 9.656 eV
- SMILES: CN1C(=O)N(CCOc2ccc(F)cc2)C(=O)C1(C)C
- Relative energy (zero: lowest compared OMol25 entry of this formula, charge and spin): 139.21 kJ/mol
- LUMO energy: 0.6382 eV
- E: -978.70285 hartree

```
! wB97M-V def2-TZVPD RIJCOSX def2/J DEFGRID3
* xyz 0 1
C -1.68139 3.01085 1.29085
N -0.43288 2.13152 1.18178
C 0.21421 1.66661 0.00116
O -0.07127 1.97767 -1.09142
N 1.24624 0.73336 0.26361
C 2.00166 0.19150 -0.76136
C 1.72001 -1.33648 -0.78997
O 0.36690 -1.80667 -0.48770
C -0.30715 -2.23313 -1.60772
C -1.34071 -1.49144 -2.20158
C -2.08011 -1.99944 -3.33687
C -1.70413 -3.25715 -3.84784
F -2.70297 -3.92466 -4.60147
C -0.61424 -3.96411 -3.21556
C -0.03234 -3.50938 -2.01294
C 1.49154 0.78073 1.62482
O 2.43089 0.23646 2.12430
C 0.44338 1.72150 2.30394
C -0.27905 0.72249 3.38492
C 0.83958 3.04719 2.88094
H -2.39113 2.67519 0.56548
H -2.22436 2.95685 2.25382
H -1.56852 4.06898 1.05344
H 3.10656 0.22477 -0.88511
H 1.71814 0.49005 -1.75633
H 2.13562 -1.77439 -1.70965
H 2.41005 -1.71278 -0.03608
H -1.59969 -0.54143 -1.75385
H -2.81148 -1.53380 -3.74641
H -0.37262 -5.00572 -3.33419
H 0.75241 -4.06509 -1.54063
H -0.45044 -0.27093 2.86352
H 0.25608 0.69575 4.25068
H -1.30425 0.97642 3.55307
H -0.06344 3.66639 3.17903
H 1.45687 3.57305 2.14869
H 1.44206 2.87925 3.79263
*
```